1.
Molecular formula: C21H15F6N2O8S4
Method: DFT, wB97M-V/def2-TZVPD

The geometry in XYZ format:
```
56
Properties=species:S:1:pos:R:3:forces:R:3:lowdin_charge:R:1
N -5.049 0.313 -4.168 -0.9570 0.1539 -0.7067 -0.36
H -3.686 -1.446 2.729 0.1930 0.3564 0.0155 0.11
H 0.475 -0.513 -1.336 -0.0068 0.2375 -0.5273 0.06
S -0.307 1.809 1.135 -2.6079 -0.5068 -3.3317 0.66
C 0.961 -1.504 3.652 -0.1835 -0.5892 -1.4906 -0.79
C -1.212 0.335 -2.472 1.6582 -0.4630 1.0266 -0.31
C -3.141 -0.517 2.918 -0.0387 0.4197 0.0372 -0.07
H -2.691 1.853 5.350 -0.1116 -0.2154 -0.2190 0.11
F 3.368 0.629 -4.303 0.0050 -0.8118 0.1411 0.11
S 2.939 1.391 1.448 -1.8100 0.5226 -0.7328 0.72
O 0.642 1.633 -4.173 0.2851 0.5949 -0.1253 -0.31
O 2.953 2.268 0.323 0.5350 -0.4247 0.8088 -0.25
C 4.836 -2.199 1.069 -0.1247 0.1286 -0.1306 -0.07
S 1.237 1.230 -2.925 -2.4244 -2.2386 2.3680 0.71
H -1.329 2.509 -2.617 -0.2239 -0.5978 -0.1840 0.13
C 2.474 -0.041 -3.546 -0.5207 0.7982 0.3803 -0.63
F 1.856 -0.981 -4.288 0.7189 0.3897 0.3635 0.11
C 3.359 -0.300 1.023 0.4182 -0.2590 0.3851 -0.28
S 0.803 0.245 3.147 0.7437 1.7576 1.7770 1.07
F 0.262 -2.317 2.817 0.6251 -0.0731 0.8700 0.08
F 3.117 -0.642 -2.515 -0.0587 0.0542 -0.7272 0.10
H -1.426 -1.804 -2.253 -0.2885 0.3870 -0.3165 0.11
H 5.775 -2.672 1.377 -0.3615 0.2638 -0.1506 0.11
F 2.225 -1.959 3.761 -0.9751 0.0060 0.0735 0.09
H -2.136 -0.528 1.001 0.0133 0.2664 0.2341 0.12
F 0.376 -1.515 4.889 0.7680 0.0204 -1.3548 0.07
H 5.312 -0.254 1.936 -0.1310 -0.2465 -0.0915 0.12
C 4.588 -0.860 1.392 -0.1520 0.0220 0.0405 -0.05
C -1.751 1.862 3.435 -0.0386 -0.2808 -0.5546 -0.11
C 2.413 -1.049 0.346 -0.3216 -0.0889 -0.2537 -0.10
C -3.720 0.305 -3.667 0.5045 0.4105 0.2569 -0.19
O 1.945 2.135 -2.072 1.3487 0.7274 -0.7130 -0.32
C -3.139 -0.907 -3.248 -0.0244 0.0333 0.5043 -0.02
C -2.287 0.002 1.943 0.3916 0.2712 -0.0357 -0.05
C -1.907 -0.885 -2.616 -0.7301 -0.0828 -0.2173 -0.04
C -3.308 0.157 4.133 0.1979 -0.0270 0.0208 -0.08
C 2.671 -2.366 -0.025 0.3780 0.1292 0.2084 -0.05
O -0.166 3.235 1.222 0.4882 -0.6301 0.5561 -0.26
N 1.109 1.005 1.596 1.5147 -1.5573 2.5240 -0.56
C 0.090 0.380 -1.828 1.2108 -0.8037 -5.8040 -0.25
O -5.657 -0.776 -4.282 0.5273 1.4403 0.0912 -0.01
O 3.471 1.777 2.724 -0.2238 -0.5634 -0.6808 -0.29
C -1.578 1.186 2.217 -0.2134 0.1750 1.4127 -0.35
H 1.920 -2.912 -0.604 0.3394 0.1411 0.2858 0.12
C -3.049 1.541 -3.478 -0.0028 -0.4013 0.2321 0.01
O -0.707 1.191 -0.128 -0.3360 2.4284 4.0766 -0.33
H -3.985 -0.244 4.891 0.2425 0.0857 -0.2349 0.10
C -1.823 1.555 -2.848 -0.5424 0.1581 -0.5624 -0.05
C -2.597 1.334 4.396 -0.2746 0.0775 -0.0548 -0.08
H -3.707 -1.823 -3.386 0.1852 0.1704 -0.0047 0.11
O -5.554 1.417 -4.485 0.3822 -1.6457 0.3687 -0.01
H -1.161 2.759 3.615 -0.1661 -0.1373 0.0509 0.12
H 1.461 -0.579 0.131 0.2534 -0.2376 -0.1425 0.07
H 4.088 -3.979 0.081 0.0443 0.2477 0.1080 0.11
C 3.888 -2.942 0.348 -0.1545 0.2247 0.0526 -0.06
H -3.535 2.463 -3.782 0.0323 -0.2173 0.0767 0.11
```
Forces are in eV/Å.

Net charge   -1
LUMO energy   1.63 eV
Energy above the lowest of the compared OMol25 structures with the same formula, charge and spin   3.615 eV

2.
Molecular formula: C21H15N6OS2Tc
Method: DFT, wB97M-V/def2-TZVPD

The geometry in XYZ format:
```
46
Properties=species:S:1:pos:R:3:forces:R:3:lowdin_charge:R:1
H 0.892 2.215 3.389 0.0371 0.0200 -0.0361 0.10
S -2.665 0.530 -0.786 0.8399 -0.1966 0.3764 0.70
C 0.579 3.049 -1.254 -0.1376 -0.2173 -0.0497 -0.03
C 2.420 -1.226 0.636 -0.1266 0.0034 0.0075 -0.34
H 3.390 -2.729 -0.329 -0.0288 -0.0294 -0.0509 0.13
C -3.211 -3.437 -1.237 -0.1995 -0.1988 -0.0571 -0.05
H 4.049 -1.907 1.920 -0.0076 0.0120 0.0380 0.13
C 0.254 0.885 -2.435 -0.3111 -0.3869 0.2546 -0.19
C -4.579 -3.568 -1.075 0.2192 0.2079 -0.0271 -0.16
Tc -0.415 0.104 -0.544 -0.4365 0.0633 -1.7034 0.91
H -0.588 1.312 -2.974 -0.0719 -0.0774 0.0878 0.07
N 4.146 5.097 1.256 -0.0586 -0.0402 -0.0228 0.18
C 2.498 1.626 -1.612 0.0072 0.0083 0.0383 -0.04
N -7.891 -2.600 -0.326 0.0604 0.0062 -0.0763 0.20
N 2.655 -2.045 -0.382 0.0393 0.0739 0.0908 0.22
C 1.130 1.879 -1.799 -0.1239 0.0443 0.2750 -0.34
C 3.213 -1.233 1.816 0.0648 0.0239 0.0756 0.03
H -0.466 3.276 -1.430 0.0051 0.0128 -0.0043 0.12
C 3.274 2.480 -0.861 0.0388 -0.0298 0.0142 -0.01
H 2.355 1.755 4.283 0.0383 -0.0149 -0.0616 0.11
H 4.329 2.290 -0.710 -0.0016 -0.0195 -0.0393 0.13
C -3.394 -1.044 -0.914 0.2452 -0.0826 -0.1404 -0.65
H -5.386 -0.295 -0.625 -0.0058 -0.0236 0.0641 0.13
H -2.610 -4.313 -1.440 -0.0090 -0.0109 0.0455 0.13
C 2.696 3.613 -0.277 -0.3219 -0.1618 -0.1668 -0.21
H 0.768 0.159 -3.061 -0.0102 -0.0876 0.1242 0.07
N 1.832 0.484 2.697 -0.1267 0.1858 -0.2080 -0.02
N -5.665 -5.903 -1.213 0.0640 0.0536 -0.0066 0.20
C 1.458 1.384 3.795 -0.1020 0.0814 0.1896 0.03
C -4.776 -1.175 -0.781 -0.2066 -0.1273 -0.0240 -0.04
S -0.878 -2.043 -1.290 0.0056 1.3941 0.7438 0.69
O 0.137 1.261 1.350 -0.4571 -0.5529 -0.4449 -0.04
C 3.494 4.455 0.560 0.1923 0.1747 0.1532 -0.17
C -5.369 -2.424 -0.831 0.3037 0.2526 0.0196 -0.16
C -5.182 -4.862 -1.154 -0.1516 -0.2408 0.0128 -0.16
H 0.838 0.858 4.520 0.0140 -0.0344 -0.0488 0.11
C 1.106 0.497 1.538 0.5456 -0.0805 0.4528 -0.50
C 2.875 -0.379 2.811 0.0623 -0.1444 -0.1582 0.01
C -6.773 -2.534 -0.580 -0.2546 -0.0683 0.0457 -0.16
H 2.938 0.747 -2.068 0.0216 0.0013 0.0252 0.12
N 1.403 -0.366 0.538 0.0867 -0.0933 0.1920 0.04
H 3.414 -0.347 3.748 0.0057 0.0308 -0.0050 0.15
H 0.929 4.806 -0.066 -0.0365 -0.0197 -0.0127 0.13
C 1.352 3.908 -0.496 0.2175 0.1177 0.1384 0.00
C -2.609 -2.185 -1.134 0.0740 0.2242 -0.0980 -0.65
H 2.032 -2.055 -1.173 -0.0026 -0.0532 -0.0233 0.09
```
Forces are in eV/Å.

2S+1   2
Net charge   +1
Expectation value of S²   0.9406
LUMO energy (spin up / spin down)   -5.66 / -4.78 eV

3.
Molecular formula: C21H16Cl3GeMnO6
Method: DFT, wB97M-V/def2-TZVPD

The geometry in XYZ format:
```
48
Properties=species:S:1:pos:R:3:forces:R:3:lowdin_charge:R:1
C 0.688 1.582 -2.783 0.1125 0.0464 -0.0694 -0.10
Mn -1.874 -1.100 -0.075 0.0589 0.8704 -1.0755 0.47
C 1.580 1.303 -1.745 0.0677 -0.1026 0.1921 -0.31
H 4.503 1.997 -3.307 -0.0018 0.0005 -0.0024 0.12
C -2.764 2.820 0.192 -0.0004 0.1266 -0.1398 -0.01
C 2.029 0.172 1.410 -0.0269 0.0843 -0.2672 -0.29
H 1.140 -1.778 1.672 -0.0471 0.0110 0.0073 0.06
O -2.711 -0.007 -1.585 -0.3244 -0.0101 0.2031 -0.33
H 0.502 2.228 -4.816 0.0089 0.0085 -0.0097 0.12
C 2.552 2.166 -4.182 -0.0009 0.0231 -0.0719 -0.04
H -0.906 3.122 -0.831 0.0308 -0.0091 0.0107 0.12
H -0.758 -5.594 0.835 -0.2025 0.3103 0.0340 0.09
C 2.650 -1.382 3.139 -0.0904 -0.0778 -0.0745 -0.07
H -1.041 -0.038 2.062 0.0274 -0.0845 -0.0523 0.12
C 3.765 0.744 2.977 -0.0228 0.0819 -0.0944 -0.05
C 3.596 -0.481 3.603 0.0423 -0.0303 0.0668 -0.05
O -4.390 -1.088 -2.951 0.1859 -0.1555 0.3002 -0.17
O -1.897 -2.481 1.397 -0.0905 -2.1208 0.2618 0.11
C -1.576 0.607 1.367 -0.1326 0.1629 0.6264 -0.22
H -3.222 3.688 -0.266 -0.0090 0.0088 0.0033 0.13
H 2.531 -2.341 3.627 0.0133 0.0169 0.0154 0.11
C -3.498 2.048 1.076 -0.0622 -0.1967 0.1402 -0.03
C 3.439 1.880 -3.155 0.0249 -0.0429 0.0873 -0.05
H 3.651 1.198 -1.135 -0.0013 0.0098 0.0096 0.10
H -3.438 0.384 2.430 -0.0193 0.0398 0.0093 0.13
C -2.897 0.960 1.687 -0.2335 -0.0631 -0.0306 -0.04
O -2.783 -2.285 -1.570 -0.2522 -0.2314 0.4669 -0.40
H -4.520 2.312 1.312 -0.0058 -0.0108 0.0027 0.13
Ge 0.919 0.702 -0.067 -0.5582 -0.3331 -0.0064 1.09
C -0.968 -4.951 -0.028 0.6997 -1.5538 -0.4644 -1.00
Cl -3.717 -1.114 -1.728 0.2726 0.4643 0.1541 0.78
H 3.127 2.035 1.395 0.0028 0.0137 -0.0017 0.11
C -2.153 -3.585 1.759 -1.2237 2.3062 1.8361 -0.37
C -1.445 2.503 -0.126 0.0525 -0.1204 0.0269 -0.06
O -4.536 -1.071 -0.549 0.0394 -0.2094 -0.4630 -0.26
C 2.957 1.437 -1.932 -0.0145 0.0592 -0.1270 -0.09
C -0.379 -0.966 -0.393 0.6830 -0.1083 -0.1824 -0.09
C -0.842 1.406 0.465 0.2520 0.3832 -0.2082 -0.27
Cl 0.188 -3.966 -0.531 0.6522 0.5340 -0.1970 1.01
O -2.510 -4.523 2.326 0.6483 0.0710 -0.9385 0.30
Cl -2.291 -5.239 -0.895 -0.6548 -0.1059 -0.2581 1.02
C 2.985 1.074 1.876 0.0138 -0.0872 0.1136 -0.09
H 2.930 2.506 -5.138 0.0073 0.0074 0.0063 0.12
C 1.863 -1.059 2.041 0.1862 0.0342 0.1239 -0.12
C 1.183 2.013 -4.003 -0.1010 -0.0326 0.0348 -0.05
H 4.506 1.444 3.339 0.0007 -0.0064 0.0048 0.12
H -0.381 1.453 -2.648 0.0009 0.0164 -0.0094 0.10
H 4.211 -0.738 4.455 -0.0081 0.0015 0.0059 0.12
```
Forces are in eV/Å.

Net charge   +2
LUMO energy   -10.27 eV
Energy above the lowest of the compared OMol25 structures with the same formula, charge and spin   1.424 eV

4.
Molecular formula: C21H17AuIN5O8S3
Method: DFT, wB97M-V/def2-TZVPD

The geometry in XYZ format:
```
56
Properties=species:S:1:pos:R:3:forces:R:3:lowdin_charge:R:1
O 0.625 -2.679 -1.221 -0.0670 0.0129 -0.0244 -0.34
O -4.543 -2.072 0.047 0.0712 0.1152 -0.0251 -0.27
C -5.001 0.125 1.705 0.0036 -0.0559 0.0979 -0.05
C -1.551 2.468 -1.996 -0.0380 0.0620 0.0030 -0.10
H -2.593 4.007 -0.895 0.0098 0.0067 0.0021 0.10
C 3.842 0.150 -4.075 -0.0265 -0.0286 -0.0147 -0.32
H -1.739 2.884 -2.980 -0.0103 0.0068 0.0082 0.11
O -3.346 -3.193 1.868 0.1035 0.0863 0.0461 -0.27
S 0.207 -1.483 -1.912 0.3477 0.1148 -0.0678 0.63
S -1.511 -0.785 3.720 0.4994 0.8418 0.5258 0.50
O -1.720 -1.030 5.112 -0.1999 -0.5508 -0.1779 -0.25
H 2.926 -2.288 -1.894 0.0550 -0.0049 0.0117 0.07
H 5.812 0.176 -4.663 -0.0023 -0.0215 -0.0426 0.09
S -3.527 -2.036 1.054 -0.3673 -0.1690 0.1662 0.54
C -3.038 -0.106 3.074 0.0106 -0.0898 0.0656 -0.23
H 2.013 -2.984 0.783 -0.0075 0.0493 -0.1000 0.11
C 2.429 -2.036 1.094 0.0012 -0.0700 0.2558 -0.18
C -3.870 -0.599 2.074 0.1436 -0.0020 -0.2437 -0.22
C 1.456 0.168 -3.700 -0.0019 -0.1165 -0.0668 -0.06
C 4.241 -0.514 1.428 -0.0150 -0.0001 0.0283 -0.10
H 5.293 -0.274 1.365 -0.0009 0.0056 -0.0146 0.11
O -1.150 -2.041 2.940 0.4368 0.2526 -0.5666 -0.42
Au -0.413 -1.342 1.103 -0.6493 0.0223 -0.0513 1.35
C -4.479 1.809 3.331 -0.0288 0.0393 0.0115 -0.07
H -4.714 2.743 3.824 0.0178 -0.0059 0.0100 0.11
H 4.830 1.343 -5.422 0.0182 -0.0450 -0.0528 0.09
C 3.779 -1.756 1.016 0.0947 -0.0628 0.0351 -0.70
H -6.190 1.870 2.037 -0.0103 -0.0148 0.0057 0.11
O -2.238 -1.588 0.330 0.5045 0.1681 -0.1089 -0.44
N 1.575 -1.129 1.585 -0.3404 0.1988 -0.3736 -0.06
O -0.517 0.235 3.422 -0.1701 0.0067 0.0482 -0.36
H -5.625 -0.274 0.919 0.0068 0.0410 -0.0222 0.11
C 2.847 -1.441 -2.562 -0.0369 0.0104 0.0129 -0.07
N 4.958 0.703 -4.659 -0.0026 0.0783 0.0856 0.11
C -0.636 0.819 -0.766 -0.1464 0.1154 -0.1156 -0.46
H 2.468 1.496 -5.035 -0.0115 0.0063 0.0107 0.11
C 1.598 -0.885 -2.802 -0.1090 0.1296 0.0952 -0.29
C 2.571 0.679 -4.331 0.0140 0.0047 -0.0026 -0.02
H 1.230 0.735 2.372 0.0362 0.0106 -0.0500 0.10
O -0.942 -1.495 -2.753 -0.0488 0.0375 0.0180 -0.25
C -3.351 1.100 3.699 -0.0234 -0.0822 0.0161 -0.07
C -2.014 3.097 -0.853 0.0349 -0.0656 0.0140 -0.04
H 3.660 1.379 2.270 -0.0073 0.0058 -0.0087 0.12
C -5.308 1.318 2.333 -0.0255 0.0091 -0.0069 -0.06
H 0.470 0.567 -3.890 0.0305 0.0279 -0.0052 0.10
H -1.968 2.911 1.304 -0.0297 0.0008 -0.0070 0.11
C -1.680 2.489 0.347 -0.0414 0.0938 -0.0278 -0.11
I 5.086 -3.199 0.284 -0.0541 0.0417 0.0115 0.95
H -2.697 1.468 4.478 -0.0159 0.0208 0.0001 0.12
N -0.863 1.332 -1.970 0.1111 -0.0780 0.0104 0.14
C 1.997 0.074 1.993 0.0043 -0.0250 0.0431 -0.08
N -0.987 1.363 0.397 0.0006 -0.1165 0.1880 0.12
N 0.063 -0.378 -0.646 -0.0938 -0.9485 0.2962 -0.19
H 4.936 -1.373 -3.019 -0.0042 -0.0028 0.0259 0.10
C 3.962 -0.932 -3.195 0.0214 -0.0078 -0.0132 -0.03
C 3.336 0.406 1.930 0.0085 -0.0589 0.0409 -0.02
```
Forces are in eV/Å.

Net charge   0
LUMO energy   -1.92 eV
Energy above the lowest of the compared OMol25 structures with the same formula, charge and spin   0.000 eV

Q: The lowest net charge belongs to which entry?
A: C21H15F6N2O8S4